P.
{"formula": "C7H14", "method": "ωB97M-V/def2-TZVPD", "e_homo_ha": -0.310, "lumo_energy_ev": 0.99, "smiles": "CC(C)(C)C1CC1", "total_charge": 0, "species": ["C", "C", "C", "C", "C", "C", "C", "H", "H", "H", "H", "H", "H", "H", "H", "H", "H", "H", "H", "H", "H"], "xyz": [[-0.71845, 1.65693, 0.71021], [-0.53987, 0.21122, 0.24457], [-1.01641, 0.07593, -1.20060], [-1.34440, -0.73912, 1.14330], [0.84048, -0.29656, 0.41039], [2.02490, 0.00042, -0.76809], [1.56053, -1.34496, -0.28965], [-0.40773, 1.77970, 1.75504], [-0.12521, 2.34909, 0.09832], [-1.77204, 1.95629, 0.62894], [-2.08522, 0.30554, -1.25353], [-0.50164, 0.77375, -1.87302], [-0.88186, -0.94050, -1.59319], [-1.00592, -0.68797, 2.18672], [-2.40288, -0.46601, 1.11239], [-1.24578, -1.78132, 0.80839], [1.66738, 0.41152, 0.90656], [1.66985, 0.33847, -1.73173], [3.07401, 0.25398, -0.55092], [2.27421, -1.96473, 0.24252], [0.93604, -1.89164, -0.98660]]}


Q.
{"formula": "C7H14", "method": "ωB97M-V/def2-TZVPD", "e_homo_ha": -0.280, "lumo_energy_ev": 1.00, "smiles": "C[C@@H]1[C@H](C)C1(C)C", "total_charge": 0, "species": ["C", "C", "C", "C", "C", "C", "C", "H", "H", "H", "H", "H", "H", "H", "H", "H", "H", "H", "H", "H", "H"], "xyz": [[-1.25491, 1.78466, 0.62613], [-0.32528, 1.18208, -0.40056], [-0.51397, -0.23100, -0.87446], [-1.60508, -1.09664, -0.24775], [0.74832, -0.13997, -0.11761], [0.94939, -0.83831, 1.19026], [1.97165, -0.10647, -1.04200], [-2.19416, 2.13971, 0.17066], [-0.77685, 2.67267, 1.04671], [-1.53315, 1.10851, 1.44188], [0.73198, 1.47767, -0.23337], [-0.40314, -0.45256, -1.93540], [-1.32963, -2.15087, -0.38004], [-2.57509, -0.94535, -0.72810], [-1.74171, -0.93926, 0.82665], [1.90907, -0.57402, 1.64943], [0.94888, -1.91981, 1.00732], [0.15644, -0.60716, 1.90487], [1.79898, 0.54393, -1.90999], [2.90620, 0.21503, -0.56350], [2.13207, -1.12285, -1.43114]]}


R.
{"formula": "C7H14", "method": "ωB97M-V/def2-TZVPD", "e_homo_ha": -0.233, "lumo_energy_ev": -2.15, "total_charge": 0, "species": ["C", "C", "C", "C", "C", "C", "C", "H", "H", "H", "H", "H", "H", "H", "H", "H", "H", "H", "H", "H", "H"], "xyz": [[-1.45509, 0.99252, -0.79076], [-1.43441, -0.56544, -1.14396], [-0.01930, -1.17739, -1.29357], [1.04824, -0.84219, -0.06824], [1.50376, 0.32626, 0.68639], [1.12285, 0.85507, 1.88834], [1.44240, 2.16380, 2.37549], [-2.23712, 1.23542, -0.12966], [-0.45229, 1.01178, -0.31039], [-1.53753, 1.55243, -1.82214], [-2.27433, -0.63013, -1.95436], [-1.79747, -1.08840, -0.26061], [0.56728, -1.16897, -2.23655], [-2.23115, -3.09995, -1.84577], [1.18095, -1.34992, 0.94394], [1.84132, -1.27437, -0.71297], [2.07787, 1.07846, 0.08255], [-1.79900, -3.53379, -1.43675], [0.64374, 0.42661, 2.81789], [1.63862, 2.26356, 3.44740], [2.17066, 2.82464, 1.76372]]}


S.
{"formula": "C7H14", "method": "ωB97M-V/def2-TZVPD", "e_homo_ha": -0.351, "lumo_energy_ev": 1.11, "smiles": "CC[C@@]1(C)C[C@H]1C", "total_charge": 0, "species": ["C", "C", "C", "C", "C", "C", "C", "H", "H", "H", "H", "H", "H", "H", "H", "H", "H", "H", "H", "H", "H"], "xyz": [[0.19856, -1.68136, 1.71383], [-0.15255, -0.26743, 1.25071], [-0.39497, -0.09015, -0.25389], [-0.74838, -1.34566, -1.03067], [-1.09527, 1.17933, -0.66765], [0.34242, 0.96596, -1.05468], [1.43622, 1.86696, -0.52999], [0.39712, -1.68088, 2.79033], [-0.62658, -2.37765, 1.53729], [1.08420, -2.08056, 1.21065], [-1.05938, 0.04311, 1.78519], [0.63748, 0.41577, 1.58449], [-1.56984, -1.90176, -0.56699], [0.11135, -2.02090, -1.11021], [-1.06203, -1.09039, -2.04795], [-1.87022, 1.13541, -1.43029], [-1.29149, 1.90420, 0.12268], [0.49600, 0.68856, -2.09812], [2.42658, 1.42255, -0.68165], [1.32523, 2.08775, 0.53598], [1.41554, 2.82714, -1.05906]]}


Sorted by energy, starting with the most stable: S, P, Q, R.


P.
{"formula": "C20H23N3O2", "method": "ωB97M-V/def2-TZVPD", "e_homo_ha": -0.290, "lumo_energy_ev": -0.91, "smiles": "C=CCc1cccc(/C=N/NC(=O)[C@@H](C)Nc2cccc(C)c2)c1O", "total_charge": 0, "species": ["C", "C", "C", "C", "C", "C", "C", "C", "C", "N", "N", "C", "O", "C", "C", "N", "C", "C", "C", "C", "C", "C", "C", "C", "O", "H", "H", "H", "H", "H", "H", "H", "H", "H", "H", "H", "H", "H", "H", "H", "H", "H", "H", "H", "H", "H", "H", "H"], "xyz": [[-5.79690, -3.16023, 1.02423], [-6.34317, -2.12498, 0.46081], [-6.05422, -1.39108, -0.89410], [-5.58814, -0.13809, -0.67458], [-6.43491, 0.82836, -0.71834], [-5.99253, 2.18281, -0.27146], [-4.67061, 2.29460, 0.00587], [-3.74116, 1.34087, -0.35883], [-2.41037, 1.62844, -0.16649], [-1.44045, 0.39494, -0.23066], [-0.12537, 0.90891, 0.08064], [0.74967, -0.21256, -0.15300], [0.38387, -1.37689, -0.11034], [2.23211, 0.09129, 0.29783], [2.35206, 0.22845, 1.75159], [3.02551, -0.77563, -0.27202], [4.54037, -0.54781, -0.42322], [5.14010, -1.76759, -0.50652], [6.49929, -1.77370, -0.78676], [7.10454, -0.48141, -0.34917], [6.50766, 0.70310, -0.18958], [7.32295, 1.90516, -0.03074], [5.06700, 0.59210, -0.00049], [-4.30959, 0.06288, -0.57262], [-3.45774, -1.10532, -0.57234], [-4.98208, -3.74922, 0.41951], [-5.93670, -3.72465, 1.94603], [-7.11557, -1.69772, 1.03469], [-7.18944, -1.54685, -1.41358], [-5.59907, -2.02790, -1.48759], [-7.62379, 0.84242, -0.66694], [-6.73200, 3.19790, -0.02486], [-4.08072, 3.32270, 0.18768], [-2.09668, 2.69352, 0.21032], [0.14431, 1.82474, 0.22411], [2.37085, 1.25389, 0.04961], [1.69844, 1.06029, 2.19680], [3.45104, 0.79539, 2.04407], [2.15296, -0.59101, 2.06241], [2.69060, -1.60978, -0.35173], [4.61254, -2.77172, -0.90197], [7.11017, -2.56341, -0.95140], [8.33522, -0.58793, -0.48743], [8.11877, 1.76935, -0.67346], [6.62638, 2.89618, -0.23893], [7.50937, 1.90441, 1.12240], [4.58779, 1.62791, -0.22390], [-2.61239, -0.62511, -0.41553]]}


Q.
{"formula": "C20H23N3O2", "method": "ωB97M-V/def2-TZVPD", "e_homo_ha": -0.316, "lumo_energy_ev": 0.53, "smiles": "CC(=O)NCCc1nc2ccccc2n1CCOc1ccccc1C", "total_charge": 0, "species": ["C", "C", "O", "N", "C", "C", "C", "N", "C", "C", "C", "C", "C", "C", "N", "C", "C", "O", "C", "C", "C", "C", "C", "C", "C", "H", "H", "H", "H", "H", "H", "H", "H", "H", "H", "H", "H", "H", "H", "H", "H", "H", "H", "H", "H", "H", "H", "H"], "xyz": [[-5.27356, -1.05226, 1.83160], [-4.48755, -1.81562, 0.78616], [-4.88645, -2.82819, 0.24808], [-3.27188, -1.27718, 0.53692], [-2.42965, -1.74538, -0.53164], [-2.24344, -0.64945, -1.59655], [-1.55249, 0.52827, -1.00064], [-2.00973, 1.15846, 0.04776], [-1.10554, 2.15242, 0.32187], [-1.09654, 3.11068, 1.32846], [-0.03824, 3.99383, 1.35761], [0.98958, 3.93606, 0.41460], [0.99734, 2.99212, -0.59261], [-0.06053, 2.09878, -0.62666], [-0.37833, 1.05628, -1.46881], [0.46140, 0.56011, -2.52231], [1.31481, -0.62031, -2.03956], [2.09510, -0.15339, -0.96777], [2.81571, -1.05611, -0.23118], [2.97548, -2.39162, -0.56949], [3.73305, -3.22532, 0.23896], [4.33126, -2.73232, 1.38082], [4.16951, -1.39688, 1.71580], [3.41744, -0.54427, 0.92818], [3.22891, 0.89823, 1.27906], [-6.22400, -1.54848, 2.00354], [-5.45104, -0.03482, 1.49085], [-4.71159, -1.01432, 2.76157], [-3.04112, -0.34495, 0.86966], [-2.91437, -2.62241, -0.96830], [-1.45256, -2.03875, -0.12801], [-1.68380, -1.04776, -2.44187], [-3.23206, -0.34255, -1.94706], [-1.89303, 3.15274, 2.05401], [0.00195, 4.75058, 2.12695], [1.79960, 4.64731, 0.47767], [1.80203, 2.94993, -1.31050], [1.12241, 1.37142, -2.83412], [-0.14406, 0.25011, -3.37836], [0.66498, -1.44364, -1.71111], [1.94697, -0.97452, -2.86669], [2.52229, -2.79619, -1.46146], [3.85026, -4.26301, -0.03517], [4.92102, -3.38070, 2.01054], [4.63457, -1.00873, 2.61038], [3.71388, 1.13331, 2.22244], [3.64531, 1.53276, 0.49827], [2.16837, 1.13456, 1.35384]]}


Sorted by energy, starting with the most stable: Q, P.


P.
{"formula": "C4H10N4", "method": "ωB97M-V/def2-TZVPD", "e_homo_ha": -0.698, "lumo_energy_ev": -10.27, "smiles": "C[C@@]1([NH3+])CC(=[NH2+])N=N1", "total_charge": 2, "species": ["C", "C", "N", "C", "C", "N", "N", "N", "H", "H", "H", "H", "H", "H", "H", "H", "H", "H"], "xyz": [[0.00511, -0.85745, -1.60742], [0.24904, -0.61663, -0.13780], [0.78423, -1.89501, 0.41542], [0.82486, 0.58535, 0.32306], [-0.78901, 1.49412, 0.72947], [-1.01475, 2.70776, 0.88971], [-1.58707, 0.38502, 0.80394], [-1.18641, -0.66287, 0.42271], [0.58102, -0.08860, -2.10741], [-1.04075, -0.74276, -1.87976], [0.32467, -1.95429, -1.96734], [-0.02658, -2.61552, 0.71225], [1.32223, -1.86137, 1.29358], [1.32201, -2.45338, -0.34337], [1.23010, 1.22280, -0.37417], [1.31911, 0.77337, 1.21143], [-0.30966, 3.44183, 0.62204], [-2.00814, 3.13765, 0.99365]]}


Q.
{"formula": "C4H10N4", "method": "ωB97M-V/def2-TZVPD", "e_homo_ha": -0.752, "lumo_energy_ev": -11.64, "smiles": "C#[N+]N(C)N=[N+](C)C", "total_charge": 2, "species": ["C", "N", "N", "C", "N", "N", "C", "C", "H", "H", "H", "H", "H", "H", "H", "H", "H", "H"], "xyz": [[-0.42158, 1.83422, 0.01942], [-1.44319, 1.19953, -0.01150], [-1.38535, -0.21835, 0.01007], [-2.59889, -0.90084, 0.01676], [-0.26998, -0.72902, 0.03059], [0.83260, 0.03259, 0.01433], [1.56583, -0.08165, -1.24589], [1.65172, -0.08242, 1.21652], [0.02719, 2.80338, 0.04608], [-2.45164, -1.97436, 0.16860], [-3.15874, -0.73776, -0.92078], [-3.27049, -0.48109, 0.78346], [2.39349, 0.62797, -1.23460], [1.98158, -1.08838, -1.35765], [0.92642, 0.12523, -2.10358], [2.41176, 0.69962, 1.19735], [1.05068, 0.02167, 2.11984], [2.15860, -1.05033, 1.25098]]}


Sorted by energy, starting with the most stable: P, Q.


P.
{"formula": "C4H16N2O2", "method": "ωB97M-V/def2-TZVPD", "e_homo_ha": -0.319, "lumo_energy_ev": -4.35, "total_charge": 0, "species": ["C", "N", "C", "C", "N", "C", "H", "H", "H", "H", "H", "H", "H", "H", "H", "H", "H", "H", "H", "H", "O", "H", "H", "O"], "xyz": [[-1.28327, -1.93643, -1.14292], [-0.25430, -2.29711, -2.11319], [0.09300, 2.67758, 0.82781], [0.77993, 1.50788, 0.16424], [1.24967, 0.52431, 1.12404], [0.26449, -0.37563, 1.67822], [-0.98711, -0.96859, -0.71140], [-1.29835, -2.67242, -0.34786], [-2.26602, -1.90334, -1.59378], [0.64422, -1.83875, -1.93717], [-0.45716, 2.26328, 1.67378], [-0.64884, 3.08741, 0.14432], [0.00154, 0.94702, -0.42772], [1.67600, 1.71988, -0.41960], [1.78231, -0.17842, 0.49755], [-0.63652, 0.17838, 1.92575], [-0.03945, -1.03500, 0.84706], [0.66175, -0.81333, 2.58899], [-0.54767, -2.18017, -3.06839], [2.82844, -1.43690, -0.95080], [2.00365, -1.01079, -0.69599], [0.77268, 3.45906, 1.16154], [-2.47727, 1.43802, 0.62486], [-1.86171, 0.84403, 0.15065]]}


Q.
{"formula": "C4H16N2O2", "method": "ωB97M-V/def2-TZVPD", "e_homo_ha": -0.328, "lumo_energy_ev": 0.66, "smiles": "CC(C)NCN.O.O", "total_charge": 0, "species": ["C", "C", "C", "N", "C", "N", "H", "H", "H", "H", "H", "H", "H", "H", "H", "H", "H", "H", "O", "H", "H", "O", "H", "H"], "xyz": [[-0.21961, -1.15998, -2.14018], [-0.70104, -1.39787, -0.65265], [-1.08490, -2.86722, -0.37845], [0.33213, -0.97557, 0.23605], [0.28714, 0.18274, 1.09802], [-0.74987, 0.20437, 2.15090], [-1.04510, -0.56401, -2.62685], [-0.12359, -2.14468, -2.64484], [0.76266, -0.58244, -2.24570], [-1.76883, -0.82794, -0.36715], [-0.31107, -3.63883, -0.32308], [-1.78661, -3.32403, -1.06706], [-1.63341, -2.85127, 0.68741], [0.96200, -1.75553, 0.64275], [-0.03835, 1.05909, 0.46026], [1.35571, 0.45542, 1.49032], [-1.71088, -0.12453, 1.99100], [-0.44698, 0.05263, 3.04575], [-0.36448, 3.73018, 0.28657], [0.12645, 3.16358, 0.89216], [-0.46709, 3.09685, -0.39971], [2.29857, 1.60008, -0.66937], [1.89549, 1.49270, 0.25162], [1.99150, 0.70333, -0.99354]]}


Sorted by energy, starting with the most stable: Q, P.


P.
{"formula": "C7H13N4", "method": "ωB97M-V/def2-TZVPD", "e_homo_ha": [-0.430, -0.430], "lumo_energy_ev": [-3.73, -3.73], "smiles": "C=C1[C@@H]2[N+](C)=C(C)[C@]2(N)N1N", "total_charge": 1, "species": ["C", "C", "C", "N", "C", "C", "C", "C", "N", "N", "N", "H", "H", "H", "H", "H", "H", "H", "H", "H", "H", "H", "H", "H"], "xyz": [[-1.24076, 2.35142, -0.19464], [-1.11044, 1.09041, 0.27694], [-0.03758, 0.50535, 1.24079], [1.17154, 0.33993, 0.40369], [2.22495, 1.32200, 0.33608], [0.85193, -0.81109, -0.07385], [1.24505, -1.53712, -1.39126], [-0.54753, -0.87149, 0.76084], [-0.73773, -1.91706, 1.61927], [-1.52758, -0.16654, -0.08482], [-1.90928, -0.56727, -1.36591], [-2.09885, 2.56322, -0.82761], [-0.56548, 3.12602, 0.15742], [-0.06277, 0.77786, 2.27707], [1.75040, 2.38245, 0.24615], [2.80414, 1.14948, 1.21038], [2.87596, 1.04732, -0.44152], [0.66433, -1.22676, -2.19196], [2.31194, -1.40637, -1.51863], [1.02822, -2.62963, -1.19603], [-0.99515, -1.71007, 2.61227], [-1.28618, -2.68381, 1.27422], [-2.22042, 0.14859, -1.97525], [-2.58872, -1.27682, -1.15363]]}


Q.
{"formula": "C7H13N4", "method": "ωB97M-V/def2-TZVPD", "e_homo_ha": [-0.426, -0.426], "lumo_energy_ev": [-3.25, -3.25], "total_charge": 1, "species": ["C", "C", "C", "C", "C", "C", "C", "N", "N", "N", "N", "H", "H", "H", "H", "H", "H", "H", "H", "H", "H", "H", "H", "H"], "xyz": [[1.45081, -0.98325, 0.33353], [-0.90192, 0.65916, -0.57126], [1.67372, -2.30084, 0.41548], [-2.19810, 0.95440, -1.18179], [0.46290, -0.16260, 1.13188], [1.28144, 1.10200, 0.53040], [-1.89332, -1.06392, 0.84942], [-0.81972, -0.15683, 0.47297], [2.06069, 0.22270, -0.19195], [1.48904, 2.40188, 0.54945], [3.30477, 0.49574, -0.77372], [2.31567, -2.67104, -0.38061], [0.95350, -2.94608, 0.84104], [-2.15833, 1.99816, -1.60283], [-2.50305, 0.25450, -1.95855], [0.41968, -0.40233, 2.26804], [-2.35290, -1.21848, -0.15172], [-1.27832, -1.95092, 1.23240], [-2.54389, -0.61174, 1.67014], [0.78638, 3.02861, 0.97535], [2.39252, 2.85118, 0.44249], [3.21471, 0.72259, -1.78033], [3.87349, -0.31526, -0.80520], [-3.04317, 0.93032, -0.44444]]}


Sorted by energy, starting with the most stable: P, Q.


P.
{"formula": "C5H4", "method": "ωB97M-V/def2-TZVPD", "e_homo_ha": -0.329, "lumo_energy_ev": 0.67, "smiles": "C#CC=C=C", "total_charge": 0, "species": ["C", "C", "C", "C", "C", "H", "H", "H", "H"], "xyz": [[-2.51945, -0.50712, 0.14227], [-1.47104, 0.00594, -0.14981], [-0.22430, 0.55882, -0.55327], [0.90057, -0.03268, -0.23623], [2.02856, -0.24597, 0.36470], [-3.45363, -0.94444, 0.40217], [-0.18737, 1.49979, -1.09542], [2.80294, -0.97481, 0.14546], [2.12371, 0.64047, 0.98012]]}


Q.
{"formula": "C5H4", "method": "ωB97M-V/def2-TZVPD", "e_homo_ha": [-0.319, -0.319], "lumo_energy_ev": [-1.74, -1.74], "total_charge": 0, "species": ["C", "C", "C", "C", "C", "H", "H", "H", "H"], "xyz": [[1.19569, 0.19720, -1.13911], [0.23633, 0.07244, -0.07639], [-0.68382, 0.02585, 0.82975], [-1.79022, -0.61151, 1.33849], [-2.80611, -1.02301, 1.95288], [2.24357, 0.09204, -0.83692], [1.05173, 1.05440, -1.80612], [0.95481, -0.70819, -1.72916], [-0.40200, 0.90077, 1.46659]]}


Sorted by energy, starting with the most stable: P, Q.